Model i:
The following is a DFT calculation (ωB97M-V/def2-TZVPD) of one molecule with the formula C6H11NO2.

Atoms and positions in Å:
H: -0.081 -0.692 -2.336
C: 0.174 -1.462 1.701
H: 0.697 -2.378 1.964
H: -2.149 0.113 0.675
H: 1.568 1.069 -2.239
H: -0.878 -1.572 1.953
O: 0.775 -2.042 -0.527
C: 0.338 -1.205 0.229
H: 0.580 -0.632 2.274
C: -0.782 -0.104 -1.748
H: -0.897 1.036 1.531
C: 1.000 0.995 -0.368
C: -1.298 0.779 0.555
H: -1.722 -0.650 -1.687
H: 2.371 1.511 0.889
H: -0.971 0.846 -2.246
N: 1.682 1.445 -1.308
O: 1.485 1.124 0.943
H: -1.649 1.695 0.082
C: -0.242 0.122 -0.336

Output
HOMO-LUMO gap: 10.3 eV
Highest occupied orbital energy: -9.56 eV

Atomic partial charges in e from the Mulliken method, atoms 1 to 4:
1 H 0.429
2 C -1.291
3 H 0.394
4 H 0.384

Model ii:
The following is a DFT calculation (ωB97M-V/def2-TZVPD) of one molecule with the formula C6H11NO2.

Atoms and positions in Å:
H: -1.051 0.310 -2.450
C: -0.253 0.256 -0.432
H: 2.410 -0.117 1.658
H: -1.931 -0.171 0.971
H: 0.327 2.365 -0.387
N: 1.670 0.408 1.194
H: 1.584 -0.969 -0.352
H: 0.088 -2.656 0.653
C: -0.100 0.105 -1.951
C: 0.215 -1.706 1.209
H: -1.416 2.082 -0.599
C: -0.513 1.730 -0.088
H: 0.661 0.788 -2.342
H: -0.687 1.883 0.982
C: -1.456 -0.580 0.059
C: 0.914 -0.409 0.303
H: 0.189 -0.914 -2.227
H: 1.085 0.796 1.934
O: -1.944 -1.531 -0.563
O: 0.207 -1.669 2.428

Output
HOMO-LUMO gap: 9.2 eV
Highest occupied orbital energy: -9.02 eV

Atomic partial charges in e from the Mulliken method, atoms 1 to 4:
1 H 0.386
2 C 1.840
3 H 0.275
4 H 0.419

Model iii:
The following is a DFT calculation (ωB97M-V/def2-TZVPD) of one molecule with the formula C6H11NO2.

Atoms and positions in Å:
H: 1.778 -0.054 -1.759
C: 0.014 -0.263 -0.412
O: -0.505 0.846 3.016
H: -0.204 -2.115 0.678
C: 0.811 0.389 -1.521
H: -1.307 0.118 -2.166
O: -0.270 -1.682 -2.429
H: 1.199 -1.131 1.165
H: 0.893 2.034 2.882
H: -1.297 1.440 -0.161
H: 0.756 1.473 -1.639
C: -0.410 -0.423 -1.847
C: 0.598 -1.459 0.306
C: -0.168 1.296 1.593
H: -1.703 0.049 0.855
H: -1.361 0.403 2.965
N: 0.806 2.073 1.735
H: 1.240 -2.048 -0.360
C: -0.859 0.631 0.447
H: -0.010 -1.578 -3.348

Output
HOMO-LUMO gap: 10.7 eV
Highest occupied orbital energy: -10.04 eV

Atomic partial charges in e from the Mulliken method, atoms 1 to 4:
1 H 0.310
2 C 1.123
3 O -0.581
4 H 0.322

Model iv:
The following is a DFT calculation (ωB97M-V/def2-TZVPD) of one molecule with the formula C6H11NO2.

Atoms and positions in Å:
H: -2.701 -1.433 -0.150
H: 2.824 0.809 -0.281
O: -0.459 0.781 0.647
H: 1.450 1.640 -1.011
H: 2.058 2.176 0.562
H: -0.813 1.020 -1.945
C: 1.871 1.300 -0.064
C: 0.317 -1.024 -0.387
O: 0.397 -2.176 0.183
C: -1.049 -0.252 -0.209
H: 0.788 -0.915 -1.383
C: -1.576 0.399 -1.475
H: -2.436 1.036 -1.251
N: -2.052 -0.986 0.487
H: -1.623 -1.702 1.068
H: -1.877 -0.372 -2.190
C: 1.259 -0.099 1.924
H: 1.830 0.519 2.611
C: 0.943 0.331 0.618
H: 0.851 -1.054 2.247

Output
HOMO-LUMO gap (spin up / spin down): 8.8 / 7.0 eV
Highest occupied orbital energy (spin up / spin down): -9.25 / -8.82 eV

Atomic partial charges in e from the Mulliken method, atoms 1 to 4:
1 H 0.255
2 H 0.332
3 O -0.417
4 H 0.288

Of them, the most stable is model i and the least stable is model iv.

Model i:
The following is a DFT calculation (ωB97M-V/def2-TZVPD) of C6H11NO2 as an isolated structure.

Atoms and positions in Å:
H: -1.930 1.446 -1.422
N: -0.674 0.799 0.018
H: -0.641 -0.158 -2.094
H: 2.039 -0.534 2.679
H: -1.494 -1.829 -1.665
H: 1.475 -1.999 1.763
H: 0.406 -1.717 -1.684
O: 1.113 2.225 0.249
H: 2.022 -0.167 -1.108
C: 1.273 -0.903 1.877
C: -0.654 -0.668 -0.132
C: -0.590 -1.151 -1.552
H: -2.574 1.664 0.288
C: 0.604 1.124 0.300
H: 0.297 -0.717 2.498
O: 2.266 -0.407 -0.226
C: -1.732 1.739 -0.326
H: -1.191 -1.235 0.500
C: 1.198 -0.219 0.554
H: -1.213 2.708 -0.516

Output
HOMO-LUMO gap: 9.4 eV
Highest occupied orbital energy: -8.71 eV

Atomic partial charges in e from the Mulliken method, atoms 1 to 4:
1 H 0.269
2 N 0.043
3 H 0.296
4 H 0.335

Model ii:
The following is a DFT calculation (ωB97M-V/def2-TZVPD) of a 2-piece molecular cluster, C6H11NO2 overall.

Atoms and positions in Å:
H: 1.654 -0.007 0.297
H: -0.364 -2.129 -1.854
C: -0.315 -0.566 -0.208
H: -0.280 2.135 1.169
C: 1.100 1.430 -0.991
O: -2.678 -0.433 1.236
H: 0.819 -2.054 1.151
H: 1.122 1.620 1.808
H: -0.243 0.554 1.891
H: 1.277 -1.756 -1.432
H: 1.671 2.291 -0.767
H: 1.588 0.928 -1.793
H: 0.000 1.661 -1.226
C: -2.616 0.028 0.180
C: -0.056 -1.870 0.426
O: -2.962 0.603 -0.804
N: 0.764 0.494 0.067
H: -1.087 -2.446 0.714
C: 0.261 -1.684 -1.087
C: 0.344 1.201 1.222

Output
HOMO-LUMO gap: 8.0 eV
Highest occupied orbital energy: -7.51 eV

Atomic partial charges in e from the Mulliken method, atoms 1 to 4:
1 H 0.402
2 H 0.216
3 C -0.225
4 H 0.327

Model iii:
The following is a DFT calculation (ωB97M-V/def2-TZVPD) of C6H11NO2 as an isolated structure.

Atoms and positions in Å:
H: -0.896 -1.200 2.358
H: -0.713 -1.316 0.007
C: 1.111 -0.594 -0.767
H: 1.522 2.611 1.036
O: 0.697 2.119 0.877
H: -2.608 -0.012 0.591
H: 0.802 -1.148 1.977
C: -0.126 -0.581 1.886
O: 2.043 -1.035 -0.182
C: -0.482 -0.337 0.431
N: 1.456 1.399 -1.297
H: -0.270 -0.336 -2.391
H: 1.312 -1.045 -2.817
C: 0.515 -1.013 -2.075
H: 0.109 -2.019 -1.949
C: -1.726 0.518 0.215
C: 0.867 1.469 -0.263
H: -1.902 0.712 -0.845
H: -0.041 0.345 2.451
H: -1.670 1.461 0.757

Output
HOMO-LUMO gap: 8.4 eV
Highest occupied orbital energy: -8.29 eV

Atomic partial charges in e from the Mulliken method, atoms 1 to 4:
1 H 0.399
2 H 0.476
3 C 0.930
4 H 0.362

Of them, the most stable is model i and the least stable is model iii.

Model i:
The following is a DFT calculation (ωB97M-V/def2-TZVPD) of a 3-piece molecular cluster, C3H14N2O2 overall.

Atoms and positions in Å:
H: -2.129 -1.511 1.513
H: 1.048 2.150 1.828
O: -2.880 0.320 -1.269
H: -1.519 0.968 1.439
H: -0.731 -1.746 0.562
H: -0.469 0.035 2.401
H: 0.159 0.484 -0.584
H: -2.413 -0.184 -0.580
C: 0.693 2.006 0.810
C: -0.834 0.115 1.359
H: 1.475 2.353 0.135
H: 1.760 -0.919 -0.060
O: 2.576 -1.231 -2.233
N: -1.442 -1.118 0.900
H: 2.737 -1.665 -3.069
H: -2.949 -0.345 -1.966
N: 1.532 -0.296 0.710
H: -0.172 2.651 0.627
H: 3.023 -0.385 -2.174
C: 0.319 0.564 0.495
H: 1.304 -1.014 1.401

Output
HOMO-LUMO gap: 10.0 eV
Highest occupied orbital energy: -9.32 eV

Atomic partial charges in e from the Mulliken method, atoms 1 to 4:
1 H 0.172
2 H 0.322
3 O -0.686
4 H 0.347

Model ii:
The following is a DFT calculation (ωB97M-V/def2-TZVPD) of a 3-piece molecular cluster, C3H14N2O2 overall.

Atoms and positions in Å:
H: 1.651 0.876 1.999
H: -1.266 -0.875 -1.758
N: 0.061 -1.804 1.046
C: 1.277 -0.899 0.820
H: 1.593 -1.002 -0.217
H: 1.035 0.990 -0.908
H: 2.084 -1.338 1.411
O: -2.354 -0.188 -0.396
H: -0.684 2.565 0.518
H: -1.642 0.484 -0.365
H: -0.080 0.726 1.565
H: -0.427 -0.856 -2.982
O: -0.690 -1.444 -2.275
C: 0.940 0.510 1.258
H: 0.035 3.087 -0.800
C: 1.132 1.498 0.063
H: 2.148 1.894 0.015
H: 0.445 -2.554 1.608
H: -0.150 -2.233 0.149
H: -2.139 -0.731 0.401
N: 0.218 2.634 0.064

Output
HOMO-LUMO gap: 9.9 eV
Highest occupied orbital energy: -9.11 eV

Atomic partial charges in e from the Mulliken method, atoms 1 to 4:
1 H 0.197
2 H 0.365
3 N -0.625
4 C -0.535

Of them, the most stable is model i and the least stable is model ii.

Model i:
The following is a DFT calculation (ωB97M-V/def2-TZVPD) of a 3-piece molecular cluster, C3H14N2O2 overall.

Atoms and positions in Å:
H: -0.216 -0.028 -1.316
H: -1.583 2.987 -3.204
O: -2.618 -1.742 1.453
H: 1.029 1.438 -2.759
H: 0.142 0.075 2.534
H: 1.443 -1.777 0.684
N: 0.847 0.300 0.385
H: 1.763 0.752 0.578
H: -2.336 1.769 -3.151
H: -2.174 -0.894 1.314
H: -0.243 -1.384 0.639
C: 0.711 -1.027 1.008
C: 0.850 0.090 -1.123
H: 1.431 -0.845 -1.433
O: -1.769 2.210 -3.795
H: 2.245 1.437 -1.733
H: -2.904 -1.581 2.370
C: 0.613 -0.879 2.666
N: 1.318 1.328 -1.735
H: -0.064 -1.545 3.322
H: 1.514 -0.683 3.296

Output
HOMO-LUMO gap: 9.9 eV
Highest occupied orbital energy: -9.20 eV

Atomic partial charges in e from the Mulliken method, atoms 1 to 4:
1 H 0.301
2 H 0.329
3 O -0.646
4 H 0.243

Model ii:
The following is a DFT calculation (ωB97M-V/def2-TZVPD) of a 3-piece molecular cluster, C3H14N2O2 overall.

Atoms and positions in Å:
H: 1.913 0.520 0.467
H: 1.729 0.163 -1.216
H: -1.574 0.688 2.980
H: -0.630 -0.397 -3.462
H: -1.023 2.531 -0.100
O: -0.991 -0.454 -2.586
C: 1.250 0.001 -0.246
H: -0.574 0.265 -2.036
H: 1.047 -2.030 -0.844
H: -0.333 -2.770 0.896
H: -0.596 0.532 0.547
H: 0.650 2.673 0.420
N: -0.016 0.733 -0.255
H: -0.619 -0.257 2.273
O: -0.736 0.677 2.496
H: -0.956 -1.519 0.130
N: -0.242 -1.762 0.818
H: 0.209 2.591 -1.301
C: 1.022 -1.490 0.103
H: 1.864 -1.775 0.735
C: -0.009 2.181 -0.310

Output
HOMO-LUMO gap: 9.6 eV
Highest occupied orbital energy: -8.69 eV

Atomic partial charges in e from the Mulliken method, atoms 1 to 4:
1 H 0.412
2 H 0.387
3 H 0.310
4 H 0.293

Of them, the most stable is model ii and the least stable is model i.

Model i:
The following is a DFT calculation (ωB97M-V/def2-TZVPD) of an isolated ion of composition C3H7NO and charge +1.

Atoms and positions in Å:
H: 0.365 -1.342 0.824
H: 1.338 -1.190 -0.521
C: 0.484 -0.707 -0.034
O: 1.649 1.347 -0.364
H: -1.659 -1.065 -0.247
N: 0.093 1.380 1.168
C: -0.822 -0.840 -0.903
H: -1.053 0.053 -1.469
H: -0.708 1.004 1.627
C: 0.751 0.707 0.262
H: 0.302 2.347 1.266
H: -0.741 -1.694 -1.608

Output
Multiplicity: 2
HOMO-LUMO gap (spin up / spin down): 13.0 / 8.3 eV
Highest occupied orbital energy (spin up / spin down): -17.40 / -17.36 eV
Charge: +1

Atomic partial charges in e from the Mulliken method, atoms 1 to 4:
1 H 0.334
2 H 0.355
3 C -0.449
4 O -0.163

Model ii:
The following is a DFT calculation (ωB97M-V/def2-TZVPD) of an isolated ion of composition C3H7NO and charge +1.

Atoms and positions in Å:
C: -1.305 -0.037 -0.069
H: 1.413 -1.660 -0.719
C: 0.855 1.066 0.669
H: -1.836 -0.981 0.008
H: 0.571 -0.543 -1.755
H: 0.211 -0.864 1.198
O: 2.008 1.283 0.561
C: 0.194 -0.264 0.284
H: 0.190 1.818 1.117
N: 0.864 -0.830 -0.827
H: -1.397 0.348 -1.085
H: -1.769 0.664 0.620

Output
Multiplicity: 2
HOMO-LUMO gap (spin up / spin down): 11.5 / 6.7 eV
Highest occupied orbital energy (spin up / spin down): -15.96 / -15.57 eV
Charge: +1

Atomic partial charges in e from the Mulliken method, atoms 1 to 4:
1 C -1.310
2 H 0.292
3 C -0.130
4 H 0.338

Model iii:
The following is a DFT calculation (ωB97M-V/def2-TZVPD) of a 2-piece molecular cluster, C3H7NO overall.

Atoms and positions in Å:
H: 0.849 -0.777 -2.350
C: 2.209 1.462 -0.838
H: -2.668 -1.214 4.163
H: 1.625 1.393 0.084
H: 3.182 1.952 -0.788
H: -0.225 0.306 -1.427
H: -0.027 0.557 -3.059
H: -1.926 -0.844 2.456
C: 0.568 0.264 -2.189
N: 1.733 1.023 -1.898
C: -2.507 -1.516 3.115
O: -2.812 -2.606 2.731

Output
Multiplicity: 2
HOMO-LUMO gap (spin up / spin down): 6.8 / 3.3 eV
Highest occupied orbital energy (spin up / spin down): -12.45 / -12.45 eV
Charge: +1

Atomic partial charges in e from the Mulliken method, atoms 1 to 4:
1 H 0.315
2 C -0.048
3 H 0.234
4 H 0.275

Of them, the most stable is model i and the least stable is model iii.

Model i:
The following is a DFT calculation (ωB97M-V/def2-TZVPD) of a 2-piece molecular cluster, C2H5NS2 overall.

Atoms and positions in Å:
C: 2.641 0.253 -0.363
N: 1.554 -0.061 0.168
C: -2.019 0.030 0.417
S: -2.320 -1.617 0.020
H: -3.332 -1.400 -0.822
H: 3.056 -0.422 -1.100
H: 1.201 0.608 0.853
H: 3.227 1.155 -0.152
S: -2.818 1.333 -0.127
H: -1.191 0.122 1.107

Output
HOMO-LUMO gap: 8.6 eV
Highest occupied orbital energy: -8.79 eV

Atomic partial charges in e from the Mulliken method, atoms 1 to 4:
1 C -0.266
2 N -0.407
3 C -0.065
4 S -0.101

Model ii:
The following is a DFT calculation (ωB97M-V/def2-TZVPD) of one molecule with the formula C2H5NS2.

Atoms and positions in Å:
C: 0.133 -0.988 0.467
H: 0.669 1.799 -1.412
H: -0.150 0.752 1.313
H: -0.817 -2.805 -0.537
C: 0.346 0.566 0.344
S: 0.653 -1.913 1.623
H: 1.369 0.857 0.549
S: -0.805 -1.535 -0.877
H: -1.129 2.000 -0.552
N: -0.269 1.267 -0.918

Output
HOMO-LUMO gap: 8.7 eV
Highest occupied orbital energy: -8.56 eV

Atomic partial charges in e from the Mulliken method, atoms 1 to 4:
1 C 0.230
2 H 0.278
3 H 0.280
4 H 0.137

Of them, the most stable is model i and the least stable is model ii.